{"formula": "C42H82O21S8", "method": "the ωB97M-V functional and the def2-TZVPD basis", "species": ["S", "S", "S", "S", "S", "S", "S", "S", "O", "O", "O", "O", "O", "O", "O", "O", "O", "O", "O", "O", "O", "O", "O", "O", "O", "O", "O", "O", "O", "C", "C", "C", "C", "C", "C", "C", "C", "C", "C", "C", "C", "C", "C", "C", "C", "C", "C", "C", "C", "C", "C", "C", "C", "C", "C", "C", "C", "C", "C", "C", "C", "C", "C", "C", "C", "C", "C", "C", "C", "C", "C", "H", "H", "H", "H", "H", "H", "H", "H", "H", "H", "H", "H", "H", "H", "H", "H", "H", "H", "H", "H", "H", "H", "H", "H", "H", "H", "H", "H", "H", "H", "H", "H", "H", "H", "H", "H", "H", "H", "H", "H", "H", "H", "H", "H", "H", "H", "H", "H", "H", "H", "H", "H", "H", "H", "H", "H", "H", "H", "H", "H", "H", "H", "H", "H", "H", "H", "H", "H", "H", "H", "H", "H", "H", "H", "H", "H", "H", "H", "H", "H", "H", "H"], "xyz": [[1.16020, -6.13439, 2.26099], [-4.28451, 0.72080, 6.08469], [-1.90051, 3.31701, -2.41730], [2.94515, 0.80616, -7.16098], [-4.12621, -3.49795, -0.60937], [-0.44308, 4.91959, 1.11427], [1.72773, -0.96511, 5.18913], [5.57727, -0.53036, -1.25071], [0.31868, -1.22772, 5.31632], [-4.52952, 0.61820, 7.49454], [2.93621, 3.19924, 0.83694], [4.34211, -1.23845, -0.81741], [0.08060, 4.14330, -0.06901], [3.28650, 2.23222, -7.25006], [-3.09137, -3.72338, -1.57866], [-1.57591, -0.56236, -6.26806], [-0.78122, 3.34061, -3.30181], [-1.96121, 2.29228, -1.40813], [0.14416, -1.23660, 0.10624], [2.15842, -5.31590, 2.93394], [1.62316, -7.14247, 1.31275], [2.49084, -0.04323, 6.06419], [-0.91399, 6.28323, 1.01394], [2.15884, 0.08294, -8.17335], [-0.67652, 0.18452, 1.60182], [6.02556, -0.73931, -2.60971], [-3.92995, 1.98157, 5.37634], [-3.96454, -4.06705, 0.72199], [-1.63848, -1.88297, 1.35306], [0.22777, 3.81003, 3.33594], [-3.40496, 5.57500, -2.92845], [1.34229, 0.01390, -1.45760], [2.14470, 0.42612, -5.52330], [-3.00970, -0.62839, 5.52845], [-0.74904, -1.04620, 1.10762], [4.04733, -1.09619, -5.32508], [-1.62720, -1.69619, -4.21612], [-1.10816, -4.80300, 2.58914], [6.86643, 1.76659, -0.70914], [-1.32943, 3.73770, 3.29612], [3.89226, -2.40158, 4.16132], [-6.28803, -2.83357, -2.03098], [5.45644, 1.23745, -0.89101], [-3.51232, 4.65719, -4.16164], [-0.15015, -6.95322, 3.38509], [-1.80795, 3.95736, 1.85297], [-3.73123, -1.33915, -5.67430], [1.03357, -0.20428, 0.02312], [4.43702, -0.21508, -6.55269], [7.54810, 0.75689, 0.31932], [-0.09177, -5.02877, 1.47126], [3.53749, -1.35904, 3.06344], [-3.43344, 3.31372, -3.47238], [6.82946, -0.65176, 0.09823], [-6.13803, -1.70715, -0.92034], [-1.51200, -6.18102, 3.13823], [-5.76684, -4.15329, -1.38905], [2.62902, 3.73013, -1.46117], [0.67843, 4.92174, 2.48858], [2.13533, -0.71100, 3.39826], [2.61534, -0.94505, -5.06144], [-5.57844, -0.18774, 4.94821], [4.05696, 5.13995, 0.09773], [-2.35973, 5.00479, -1.91069], [0.21669, 0.83412, 0.68347], [-4.85603, -1.42334, 4.20570], [3.23109, 3.96711, -0.09809], [-4.57355, -1.74356, -0.57037], [-3.33320, -1.18853, 4.18038], [2.71907, -2.55359, 5.29509], [-2.25382, -1.13142, -5.46125], [-2.06254, -5.96184, 4.05308], [5.01358, 5.11823, -0.42428], [1.93880, 0.34037, 3.18827], [4.11829, -2.17593, -5.45638], [-1.70992, 4.59231, 3.85555], [-3.15928, 2.64363, -4.28719], [-0.61648, -4.33036, 3.43941], [-4.38076, 5.64415, -2.44770], [-2.76189, 4.44404, 1.64987], [-3.30159, 6.57776, -3.34304], [-0.64127, -5.72268, 0.83516], [1.74199, 5.01037, 2.26701], [-0.23231, -7.98424, 3.04106], [-6.55855, -0.82561, -1.40424], [3.05586, -2.70868, 6.32008], [4.44279, -0.85023, -4.33958], [4.79804, -2.22965, 4.74278], [1.13127, 0.81434, -5.62493], [2.00378, 4.56603, -1.77495], [-1.61197, 2.83947, 3.84517], [-6.65977, -1.98974, -0.00599], [4.27949, -3.29521, 3.67186], [4.43140, -0.73730, 3.11308], [2.34001, 0.45185, -1.48667], [4.22264, 5.20649, 1.17301], [1.90276, 2.93376, -1.29862], [-2.65943, 4.69812, -4.83914], [0.58377, 4.04387, 4.33928], [-7.37774, -2.82462, -2.05431], [1.85453, -0.40562, 0.71130], [-2.23034, -6.57664, 2.42019], [-3.93707, -1.84806, -6.61597], [0.65533, 2.83292, 3.11112], [3.27229, 3.39488, -2.27475], [-0.69954, -1.15025, -4.04435], [-4.14156, -1.54010, 0.40947], [4.69140, -0.70547, -7.49233], [7.56619, 1.69336, -1.54165], [-2.80429, -2.11728, 3.96645], [-3.17132, -1.43476, 6.24381], [0.19436, -7.02409, 4.41679], [0.67015, 0.74929, -1.89977], [3.45744, -2.00815, 2.19145], [-0.28050, 1.53790, 0.01594], [6.34026, -0.96662, 1.02000], [-5.41106, -4.98868, -1.99209], [2.33711, -0.88885, -4.00905], [7.31367, 1.23114, 1.27232], [-4.24781, -1.95682, -4.93963], [-6.30117, -4.53918, -0.52090], [-6.01740, -2.57876, -3.05563], [7.01005, 2.79889, -0.39003], [-5.22609, -2.29245, 4.74957], [-1.32688, -2.71155, -4.47485], [2.04902, -3.30723, 4.88137], [-1.46198, 5.56453, -1.64835], [8.61837, 0.71847, 0.11645], [-2.31621, -1.94938, -3.41036], [-2.94697, -0.54364, 3.39105], [-1.94853, -0.39198, 5.60660], [5.25219, 0.39012, -6.15606], [0.46558, 5.88322, 2.95586], [2.05797, -1.70040, -5.61541], [0.89798, 1.51199, 1.19768], [-4.16054, -0.33728, -5.68185], [4.81398, 1.35619, -0.01851], [2.61055, 1.26765, -5.01055], [-6.41075, -0.38332, 5.62430], [3.58012, 6.10368, -0.08104], [0.34250, -4.23694, 0.86092], [1.41257, -1.31960, 2.85482], [-4.30532, 2.97153, -2.91485], [-3.96309, -1.32294, -1.36944], [-6.03185, 0.52027, 4.25448], [-2.01247, -4.23349, 2.37472], [7.48875, -1.51185, -0.01865], [-2.88098, 4.75831, -0.98568], [1.35003, -0.93416, -1.99541], [-1.84353, 2.96507, 1.40330], [5.03177, 1.68916, -1.78751], [-5.31244, -1.47120, 3.21700], [-4.40359, 4.66742, -4.78905]], "forces_ev_per_angstrom": [[-1.04, 0.05, -0.88], [1.86, -1.31, -5.07], [-2.10, 0.99, -1.41], [-0.58, -1.10, 2.78], [-1.60, -1.63, -0.20], [0.72, -1.83, -2.58], [3.88, -1.03, 0.03], [-1.72, 0.49, 2.27], [-0.28, 0.45, 0.32], [-0.34, 0.34, 0.05], [-0.48, -2.09, 2.59], [2.02, 0.94, -0.72], [-1.49, 2.22, 2.58], [-0.38, -1.63, -0.57], [0.47, 0.15, -0.34], [0.20, 0.57, -0.71], [0.66, 0.07, -0.43], [-0.35, 0.26, 0.31], [-2.33, -3.49, 1.11], [-0.75, -0.58, 0.22], [-0.29, 0.64, 0.82], [-1.80, -0.76, -1.42], [-0.13, 0.25, -0.85], [1.58, 0.97, 0.40], [0.50, -0.60, -0.49], [0.52, -0.13, 0.54], [-0.78, -1.66, 1.78], [-0.31, 0.62, -0.65], [2.43, 2.11, -0.04], [-0.44, -0.96, 1.33], [-0.17, 0.85, -1.00], [1.02, 0.67, 0.85], [0.68, 2.45, -1.73], [0.30, 0.01, 1.44], [-3.01, -2.53, -0.96], [0.06, -0.44, -0.25], [0.03, -0.69, -0.51], [0.49, 0.45, 1.07], [1.76, -1.54, 0.77], [0.44, 1.21, 0.80], [-0.36, -0.34, 2.45], [-1.92, -0.54, 2.07], [0.02, 0.60, -1.64], [0.32, -1.06, 1.54], [-0.58, 0.01, -0.84], [1.00, -1.50, 0.17], [-0.50, -0.18, -0.17], [0.42, 1.03, -0.49], [0.10, -0.03, -0.10], [-1.47, 0.12, -1.15], [-0.68, -1.38, 0.32], [-0.34, -0.40, 1.84], [1.36, -1.84, -1.26], [1.14, -0.07, 0.65], [2.65, -1.13, -0.75], [1.16, 0.83, 0.10], [2.10, 1.49, 0.39], [-0.77, -0.42, 0.92], [0.50, 1.11, -0.43], [0.65, -0.47, 0.26], [-3.79, 1.49, -0.47], [0.51, 0.42, 0.60], [0.24, 0.81, 1.35], [-0.15, -0.14, 0.56], [1.30, 4.11, 0.41], [-1.51, 1.88, 0.54], [-0.41, 0.57, -2.96], [-0.63, -0.50, -0.45], [-0.76, 0.16, -0.18], [0.13, 0.47, -2.75], [-0.08, -0.86, 0.88], [0.13, -0.46, 0.18], [0.55, 0.17, -0.29], [0.44, 0.02, -0.16], [0.98, 0.11, -0.32], [0.03, -0.02, 0.40], [-0.29, -0.91, 0.36], [0.11, 0.60, -0.01], [-0.03, -0.39, 0.16], [0.23, 0.27, 0.43], [0.94, 0.31, 0.70], [0.37, -0.03, -0.68], [-0.10, -0.79, -0.72], [0.28, 0.09, -0.24], [0.51, 0.44, 0.67], [-0.08, -0.01, -0.27], [1.36, 0.35, -0.73], [0.03, 1.22, 0.01], [-0.47, -1.08, 0.12], [0.20, 0.35, -0.42], [-0.57, -0.05, -0.57], [-0.37, 0.05, -0.29], [-1.24, -0.69, 0.10], [-0.60, 0.67, -0.90], [0.06, -0.05, -0.34], [0.58, -0.17, 0.20], [-0.02, -0.17, -0.16], [0.14, 0.41, 0.16], [-0.28, -0.26, 0.28], [-0.27, -0.72, -0.45], [0.72, -0.25, -0.70], [0.41, -0.84, 0.03], [0.22, 0.38, -0.29], [0.13, 0.13, -0.48], [0.56, 0.17, -0.39], [-0.29, 0.03, 0.66], [-0.55, 0.93, 0.10], [0.44, -0.45, 0.40], [-0.89, -0.07, -0.89], [0.03, -0.14, 0.41], [-0.18, 0.11, 0.41], [-0.05, 0.57, -0.03], [-0.23, -0.23, -0.03], [0.00, 0.94, -0.49], [-0.70, -0.57, -0.15], [-0.80, 0.38, -0.22], [-0.25, 0.28, -0.31], [0.20, -0.92, 0.11], [0.27, -0.82, 0.41], [0.30, 0.19, 0.40], [-0.43, 0.32, -0.23], [0.81, -0.03, 0.36], [-0.74, -0.04, 0.33], [0.75, -0.31, 0.00], [0.28, -0.23, -0.39], [-0.16, -0.26, 0.61], [-0.17, 0.14, -0.31], [-0.09, -0.13, 0.31], [0.17, 0.87, 0.37], [-0.62, 0.29, -0.16], [-0.19, 0.75, 0.21], [-0.15, 0.59, -0.84], [-0.42, 0.00, 0.18], [-0.44, -0.03, 0.33], [-0.07, 0.05, 0.54], [-0.29, -0.07, -0.16], [-0.10, 0.16, 0.06], [0.36, -0.25, 0.83], [0.19, -0.79, 0.11], [-0.25, 0.36, -0.75], [0.02, 0.13, 0.52], [-0.32, 0.11, 0.28], [0.06, 0.18, 0.04], [-0.05, 0.25, 0.16], [0.68, 0.32, -0.11], [0.38, 0.11, -0.60], [0.39, 0.26, -0.69], [0.01, 0.39, 0.22], [-0.06, 0.05, 0.14], [0.17, 0.16, -0.60], [-0.56, 0.07, 0.12], [0.18, -0.06, -0.10], [-0.21, 0.59, 0.36]], "s_squared": 0.7527, "spin_multiplicity": 2, "charge": -1, "lumo_ev": [1.39, 1.36], "energy_ev": -174553.6877}